{"formula": "C22H44N6O4S4", "method": "ωB97M-V with the def2-TZVPD basis set", "elements": ["C", "S", "O", "C", "H", "H", "H", "H", "H", "H", "C", "S", "O", "C", "H", "H", "H", "H", "H", "H", "C", "S", "O", "C", "H", "H", "H", "H", "H", "H", "C", "S", "O", "C", "H", "H", "H", "H", "H", "H", "C", "C", "N", "H", "H", "H", "C", "C", "N", "H", "H", "H", "C", "C", "N", "H", "H", "H", "C", "C", "N", "H", "H", "H", "C", "C", "N", "H", "H", "H", "N", "C", "C", "C", "C", "H", "H", "H", "H", "H"], "coordinates": [[-1.6433, -0.1419, -0.0882], [-0.5943, 1.0698, -0.9859], [-1.1603, 2.4595, -0.8164], [0.8698, 0.9762, 0.1592], [-2.0626, 0.3065, 0.8124], [-1.1050, -1.0072, 0.2985], [-2.5001, -0.3873, -0.7158], [1.7009, 1.4793, -0.3351], [1.2267, -0.0300, 0.3791], [0.7219, 1.3552, 1.1704], [4.2589, -3.1349, 1.8761], [2.9144, -2.2541, 2.8547], [1.7707, -2.0140, 1.8890], [2.4256, -3.8468, 3.6813], [4.7890, -2.3623, 1.3192], [3.7851, -3.7341, 1.0986], [4.9178, -3.7693, 2.4691], [2.2605, -4.5948, 2.9059], [1.4874, -3.6741, 4.2087], [3.2475, -4.1283, 4.3396], [-1.5174, 5.4854, -1.4843], [-2.1640, 6.2733, 0.0515], [-3.3178, 7.1529, -0.3661], [-2.7040, 4.7991, 1.0326], [-2.2452, 4.7863, -1.8963], [-0.6759, 4.8431, -1.2248], [-1.2399, 6.1820, -2.2754], [-3.4350, 4.2227, 0.4656], [-3.0871, 5.1165, 2.0024], [-1.8894, 4.1003, 1.2231], [4.8466, 0.6620, -1.5547], [6.5859, 0.3825, -1.0133], [6.3135, -0.0604, 0.3916], [6.9848, -1.1537, -2.0010], [4.4880, 1.6033, -1.1383], [4.1568, -0.1697, -1.4111], [5.0138, 0.8073, -2.6219], [6.8262, -0.9317, -3.0563], [6.1957, -1.8560, -1.7320], [7.9805, -1.5317, -1.7689], [-2.8691, -2.4539, 2.2278], [-2.3873, -3.4346, 1.1871], [-2.0149, -4.2147, 0.4142], [-2.0008, -1.8779, 2.5476], [-3.2263, -2.9916, 3.1061], [-3.6253, -1.7685, 1.8450], [-3.2949, -3.3850, -2.7878], [-1.8956, -3.7152, -2.9842], [-0.7709, -4.0359, -3.1516], [-3.9047, -4.2660, -2.5877], [-3.5211, -2.9490, -3.7608], [-3.4714, -2.6669, -1.9870], [-4.6559, 0.7267, -2.3896], [-3.5980, 0.1340, -3.2159], [-2.6823, -0.3118, -3.8221], [-4.3609, 1.7738, -2.3207], [-4.7020, 0.3141, -1.3817], [-5.6413, 0.6892, -2.8541], [1.2858, -2.7810, -1.1695], [2.0667, -3.9492, -1.3716], [2.6867, -4.9020, -1.6288], [0.3572, -3.0454, -0.6636], [0.9956, -2.1738, -2.0269], [1.7182, -2.1071, -0.4299], [0.6023, 3.3770, -3.7274], [1.9927, 3.1016, -3.3267], [3.0683, 2.9557, -2.9631], [0.2748, 3.0481, -4.7136], [0.6805, 4.4442, -3.5196], [-0.1661, 3.0088, -3.0475], [-2.9887, 1.1214, 4.9892], [-2.1240, 0.0895, 4.9823], [-1.2074, 0.3346, 3.9058], [-1.6980, 1.4790, 3.2468], [-2.7191, 2.0195, 3.9909], [-3.5976, 1.2852, 5.7782], [-2.1590, -0.6758, 5.7435], [-0.4400, -0.3425, 3.5606], [-1.2618, 1.8791, 2.3434], [-3.1710, 2.9854, 3.8199]], "forces_ev_per_angstrom": [[-0.31, 0.71, 0.41], [0.73, -0.36, 1.36], [0.08, -0.67, -0.02], [0.14, -0.34, -0.14], [0.05, 0.50, -0.05], [0.30, -0.14, -0.68], [0.26, -0.28, -0.12], [-0.17, 0.31, 0.02], [-0.35, -0.42, -0.53], [-0.51, 0.58, -0.25], [-0.62, 0.88, -0.45], [-0.48, -2.20, -1.04], [0.95, 0.27, 0.61], [0.16, 0.85, -0.22], [0.35, 0.11, 0.35], [-0.43, -0.18, 0.26], [-0.07, 0.34, 0.21], [0.09, 0.13, -0.05], [0.19, 0.06, 0.13], [-0.18, -0.09, 0.14], [-0.45, -1.07, 0.41], [0.48, 0.71, -0.33], [0.37, -1.09, 0.42], [-0.15, -0.21, -0.89], [-0.30, 0.13, 0.07], [0.14, 0.20, 0.22], [-0.12, 0.46, 0.54], [-0.26, 0.17, 0.09], [-0.13, 0.36, -0.28], [0.40, 0.33, -0.28], [1.45, 0.17, -1.52], [-1.71, -0.87, 0.68], [1.05, -0.17, 0.24], [-1.24, 0.72, 0.28], [0.18, -0.23, 0.11], [0.39, -0.12, 0.38], [-0.66, 0.24, -0.28], [0.42, 0.11, -0.05], [0.22, -0.23, 0.21], [-0.15, 0.24, 0.00], [0.93, -0.79, -0.62], [-0.30, -0.06, 0.09], [-0.40, 0.95, 0.83], [-0.06, 0.09, -0.03], [-0.15, -0.07, -0.14], [-0.10, -0.12, -0.18], [0.06, 0.08, -0.59], [3.90, -1.51, 0.24], [-3.58, 1.15, 0.37], [0.19, -0.04, -0.12], [-0.78, 0.20, 0.18], [0.22, 0.07, -0.08], [0.30, 0.53, -0.50], [2.72, -1.75, -1.75], [-3.07, 1.54, 1.99], [-0.21, 0.27, 0.25], [0.08, -0.28, 0.11], [0.15, -0.20, -0.07], [-1.28, 1.60, 1.26], [1.52, -2.21, -1.37], [-0.88, 1.61, 0.74], [-0.21, -0.35, -0.19], [0.34, -0.56, -0.39], [0.53, -0.13, -0.04], [0.47, 0.45, 0.85], [-1.03, -1.12, -0.31], [0.44, 0.05, 0.07], [0.64, 0.44, -0.12], [-1.05, 0.46, -0.89], [0.42, -0.28, 0.44], [-0.60, 0.96, 0.79], [2.25, 0.20, -1.64], [-2.06, -1.21, 1.33], [0.78, 0.35, 0.18], [0.31, -0.36, -0.70], [-0.08, 0.09, -0.36], [0.01, 0.06, -0.15], [0.06, 0.07, 0.08], [-0.12, 0.27, 0.11], [-0.45, -0.36, 0.35]], "lowdin_spin": [0.026, 0.028, 0.009, 0.003, 0.013, 0.002, 0.019, 0.001, 0.000, 0.000, 0.001, 0.007, 0.002, 0.004, 0.000, 0.000, 0.000, 0.000, 0.004, 0.000, 0.006, 0.012, 0.003, 0.013, 0.004, 0.001, 0.001, 0.016, 0.003, 0.001, 0.000, 0.000, 0.000, 0.000, 0.000, 0.000, 0.000, 0.000, 0.000, 0.000, 0.090, 0.044, 0.005, 0.002, 0.017, 0.066, 0.047, 0.006, 0.001, 0.009, 0.005, 0.027, 0.184, 0.043, 0.005, 0.020, 0.089, 0.031, 0.001, 0.001, 0.000, 0.001, 0.000, 0.000, 0.004, 0.002, 0.000, 0.001, 0.000, 0.001, 0.009, 0.025, 0.005, 0.008, 0.044, 0.010, 0.009, 0.001, 0.001, 0.006], "spin_multiplicity": 2, "energy_ha": -3086.661740, "total_charge": -1}